This record from the Open Molecules 2025 dataset describes a 12-piece molecular cluster, C60H132N12 overall at a distorted geometry. The level of theory is wB97M-V/def2-TZVPD.

Last columns: bonded neighbours and bond lengths (Å).
Cartesian coordinates (Å):
1 C -2.03 1.94 -4.01  C2 1.498, H8 1.092, H9 1.083, H10 1.108
2 C -2.88 2.83 -4.85  C1 1.498, N3 1.482, H11 1.077, H12 1.124
3 N -3.30 4.00 -4.05  C2 1.482, C4 1.425, C6 1.444
4 C -4.64 4.38 -4.38  N3 1.425, C5 1.532, H13 1.112, H14 1.105
5 C -5.11 5.48 -3.43  C4 1.532, H15 1.123, H16 1.094, H17 1.103
6 C -2.36 5.09 -3.96  N3 1.444, C7 1.511, H18 1.086, H19 1.073
7 C -2.25 6.04 -5.13  C6 1.511, H20 1.082, H21 1.081, H22 1.157
8 H -1.24 2.50 -3.50  C1 1.092
9 H -1.55 1.23 -4.67  C1 1.083
10 H -2.57 1.48 -3.16  C1 1.108
11 H -2.31 3.18 -5.70  C2 1.077
12 H -3.75 2.24 -5.25  C2 1.124
13 H -4.72 4.73 -5.44  C4 1.112
14 H -5.37 3.55 -4.30  C4 1.105
15 H -4.71 6.50 -3.67  C5 1.123
16 H -6.20 5.58 -3.44  C5 1.094
17 H -4.81 5.23 -2.40  C5 1.103
18 H -1.39 4.60 -3.83  C6 1.086
19 H -2.51 5.68 -3.08  C6 1.073
20 H -1.40 6.70 -5.15  C7 1.082
21 H -3.15 6.62 -5.24  C7 1.081
22 H -2.14 5.41 -6.10  C7 1.157
23 C 4.78 3.38 0.70  C24 1.543, H30 1.137, H31 1.103, H32 1.062
24 C 5.41 2.17 1.41  C23 1.543, N25 1.433, H33 1.111, H34 1.124
25 N 6.14 1.31 0.52  C24 1.433, C26 1.495, C28 1.459
26 C 5.31 0.68 -0.55  N25 1.495, C27 1.491, H35 1.052, H36 1.110
27 C 5.88 -0.53 -1.20  C26 1.491, H37 1.050, H38 1.093, H39 1.082
28 C 7.49 1.78 0.21  N25 1.459, C29 1.537, H40 1.076, H41 1.137
29 C 8.60 0.77 0.56  C28 1.537, H42 1.042, H43 1.051, H44 1.109
30 H 4.05 3.02 -0.10  C23 1.137
31 H 5.55 4.07 0.31  C23 1.103
32 H 4.06 3.91 1.29  C23 1.062
33 H 6.04 2.55 2.24  C24 1.111
34 H 4.58 1.68 1.98  C24 1.124
35 H 4.49 0.48 0.07  C26 1.052
36 H 5.04 1.39 -1.36  C26 1.110
37 H 6.08 -1.27 -0.49  C27 1.050
38 H 5.15 -0.91 -1.93  C27 1.093
39 H 6.77 -0.36 -1.79  C27 1.082
40 H 7.68 2.68 0.77  C28 1.076
41 H 7.50 2.02 -0.90  C28 1.137
42 H 8.28 0.34 1.45  C29 1.042
43 H 9.56 1.17 0.67  C29 1.051
44 H 8.69 0.03 -0.26  C29 1.109
45 C -3.44 -5.24 -1.84  C46 1.551, H52 1.154, H53 1.102, H54 1.107
46 C -2.15 -4.57 -1.29  C45 1.551, N47 1.517, H55 1.108, H56 1.088
47 N -0.89 -5.28 -1.75  C46 1.517, C48 1.466, C50 1.459
48 C 0.22 -4.79 -0.92  N47 1.466, C49 1.590, H57 1.080, H58 1.122
49 C 0.18 -5.49 0.50  C48 1.590, H59 1.096, H60 1.102, H61 1.117
50 C -0.70 -4.79 -3.11  N47 1.459, C51 1.550, H62 1.115, H63 1.070
51 C 0.62 -5.20 -3.81  C50 1.550, H64 1.100, H65 1.094, H66 1.137
52 H -3.47 -6.31 -1.40  C45 1.154
53 H -3.51 -5.41 -2.93  C45 1.102
54 H -4.40 -4.82 -1.47  C45 1.107
55 H -2.15 -3.49 -1.51  C46 1.108
56 H -2.15 -4.49 -0.21  C46 1.088
57 H 1.17 -5.04 -1.35  C48 1.080
58 H 0.18 -3.67 -0.82  C48 1.122
59 H 0.39 -6.56 0.40  C49 1.096
60 H 0.95 -4.99 1.11  C49 1.102
61 H -0.85 -5.45 0.93  C49 1.117
62 H -0.83 -3.68 -3.08  C50 1.115
63 H -1.45 -5.14 -3.79  C50 1.070
64 H 0.57 -4.85 -4.85  C51 1.100
65 H 0.63 -6.30 -3.83  C51 1.094
66 H 1.57 -4.85 -3.30  C51 1.137
67 C -1.66 -2.14 1.92  C68 1.532, H74 1.049, H75 1.033, H76 1.090
68 C -2.61 -1.03 2.37  C67 1.532, N69 1.463, H77 1.146, H78 1.137
69 N -2.13 -0.41 3.61  C68 1.463, C70 1.460, C72 1.461
70 C -1.95 -1.35 4.71  N69 1.460, C71 1.513, H79 1.087, H80 1.066
71 C -3.19 -2.12 5.12  C70 1.513, H81 1.121, H82 1.075, H83 1.131
72 C -2.99 0.71 3.96  N69 1.461, C73 1.474, H84 1.095, H85 1.155
73 C -2.86 1.86 3.04  C72 1.474, H86 1.064, H87 1.099, H88 1.120
74 H -1.19 -2.62 2.73  C67 1.049
75 H -0.89 -1.73 1.36  C67 1.033
76 H -2.28 -2.83 1.35  C67 1.090
77 H -2.69 -0.21 1.57  C68 1.146
78 H -3.71 -1.30 2.41  C68 1.137
79 H -1.65 -0.81 5.60  C70 1.087
80 H -1.23 -2.09 4.43  C70 1.066
81 H -4.11 -1.48 5.14  C71 1.121
82 H -3.05 -2.71 6.02  C71 1.075
83 H -3.45 -2.78 4.24  C71 1.131
84 H -4.06 0.49 3.96  C72 1.095
85 H -2.73 0.90 5.07  C72 1.155
86 H -3.68 2.53 3.17  C73 1.064
87 H -1.99 2.52 3.17  C73 1.099
88 H -2.95 1.59 1.96  C73 1.120
89 C -4.10 3.95 0.38  C90 1.532, H96 1.105, H97 1.052, H98 1.079
90 C -4.11 2.89 -0.73  C89 1.532, N91 1.476, H99 1.093, H100 1.088
91 N -5.42 2.42 -1.20  C90 1.476, C92 1.403, C94 1.464
92 C -5.20 1.57 -2.29  N91 1.403, C93 1.512, H101 1.129, H102 1.160
93 C -6.44 1.02 -2.96  C92 1.512, H103 1.099, H104 1.168, H105 1.110
94 C -6.22 1.92 -0.08  N91 1.464, C95 1.547, H106 1.105, H107 1.090
95 C -5.74 0.55 0.47  C94 1.547, H108 1.099, H109 1.133, H110 1.101
96 H -4.43 3.58 1.37  C89 1.105
97 H -4.78 4.71 0.15  C89 1.052
98 H -3.07 4.27 0.42  C89 1.079
99 H -3.67 3.37 -1.61  C90 1.093
100 H -3.53 2.01 -0.46  C90 1.088
101 H -4.59 2.12 -3.07  C92 1.129
102 H -4.55 0.65 -2.01  C92 1.160
103 H -6.18 0.39 -3.82  C93 1.099
104 H -7.01 0.28 -2.25  C93 1.168
105 H -7.14 1.81 -3.29  C93 1.110
106 H -7.27 1.73 -0.37  C94 1.105
107 H -6.28 2.69 0.69  C94 1.090
108 H -4.66 0.56 0.64  C95 1.099
109 H -6.04 -0.25 -0.26  C95 1.133
110 H -6.22 0.28 1.43  C95 1.101
111 C 2.73 -1.70 0.37  C112 1.549, H118 1.075, H119 1.102, H120 1.080
112 C 1.98 -0.92 -0.74  C111 1.549, N113 1.460, H121 1.078, H122 1.041
113 N 0.95 -0.10 -0.10  C112 1.460, C114 1.472, C116 1.436
114 C 1.45 0.98 0.76  N113 1.472, C115 1.506, H123 1.119, H124 1.132
115 C 0.45 1.39 1.81  C114 1.506, H125 1.092, H126 1.082, H127 1.075
116 C 0.05 0.44 -1.08  N113 1.436, C117 1.605, H128 1.135, H129 1.067
117 C -0.98 -0.59 -1.75  C116 1.605, H130 1.072, H131 1.088, H132 1.080
118 H 3.35 -1.08 1.00  C111 1.075
119 H 3.39 -2.48 -0.04  C111 1.102
120 H 1.98 -2.24 0.94  C111 1.080
121 H 2.72 -0.29 -1.21  C112 1.078
122 H 1.52 -1.57 -1.41  C112 1.041
123 H 2.37 0.60 1.29  C114 1.119
124 H 1.83 1.81 0.10  C114 1.132
125 H -0.25 2.14 1.45  C115 1.092
126 H -0.02 0.49 2.19  C115 1.082
127 H 0.96 1.89 2.62  C115 1.075
128 H 0.66 1.05 -1.83  C116 1.135
129 H -0.58 1.18 -0.64  C116 1.067
130 H -1.43 -0.05 -2.55  C117 1.072
131 H -1.80 -0.91 -1.12  C117 1.088
132 H -0.45 -1.45 -2.14  C117 1.080
133 C 2.01 0.74 -5.07  C134 1.550, H138 1.103, H139 1.091, H140 1.068
134 C 1.20 -0.33 -5.84  C133 1.550, C135 1.509, H141 1.037, H142 1.067
135 C 0.80 -1.48 -4.95  C134 1.509, C136 1.456, H143 1.056, H144 1.141
136 C 1.95 -2.15 -4.35  C135 1.456, N137 1.172
137 N 3.03 -2.45 -4.02  C136 1.172
138 H 3.02 0.31 -4.96  C133 1.103
139 H 1.61 0.99 -4.08  C133 1.091
140 H 1.93 1.62 -5.66  C133 1.068
141 H 1.79 -0.73 -6.59  C134 1.037
142 H 0.34 0.16 -6.24  C134 1.067
143 H 0.12 -2.10 -5.47  C135 1.056
144 H 0.25 -1.01 -4.07  C135 1.141
145 C 2.17 -3.04 4.23  C146 1.578, H150 1.056, H151 1.111, H152 1.103
146 C 2.03 -4.50 4.81  C145 1.578, C147 1.514, H153 1.142, H154 1.106
147 C 0.82 -4.74 5.68  C146 1.514, C148 1.459, H155 1.096, H156 1.077
148 C 0.78 -3.89 6.87  C147 1.459, N149 1.136
149 N 0.84 -3.08 7.66  C148 1.136
150 H 1.52 -2.80 3.44  C145 1.056
151 H 3.25 -2.98 3.95  C145 1.111
152 H 1.94 -2.37 5.07  C145 1.103
153 H 3.04 -4.65 5.32  C146 1.142
154 H 2.02 -5.24 3.98  C146 1.106
155 H 0.73 -5.81 5.92  C147 1.096
156 H 0.00 -4.45 5.05  C147 1.077
157 C -3.79 -1.61 -3.33  C158 1.538, H162 1.091, H163 1.095, H164 1.111
158 C -5.16 -2.32 -3.36  C157 1.538, C159 1.521, H165 1.125, H166 1.098
159 C -5.74 -2.52 -4.75  C158 1.521, C160 1.464, H167 1.101, H168 1.119
160 C -5.00 -3.43 -5.63  C159 1.464, N161 1.127
161 N -4.28 -4.04 -6.25  C160 1.127
162 H -3.42 -1.37 -2.33  C157 1.091
163 H -3.77 -0.74 -3.98  C157 1.095
164 H -3.01 -2.26 -3.77  C157 1.111
165 H -6.02 -1.78 -2.88  C158 1.125
166 H -5.09 -3.23 -2.75  C158 1.098
167 H -6.14 -1.60 -5.20  C159 1.101
168 H -6.70 -3.09 -4.67  C159 1.119
169 C 2.73 0.70 6.06  C170 1.543, H174 1.071, H175 1.066, H176 1.086
170 C 1.28 0.17 6.06  C169 1.543, C171 1.561, H177 1.086, H178 1.110
171 C 0.31 1.03 6.94  C170 1.561, C172 1.489, H179 1.107, H180 1.099
172 C 0.03 2.32 6.24  C171 1.489, N173 1.158
173 N -0.02 3.20 5.49  C172 1.158
174 H 2.75 1.62 5.52  C169 1.071
175 H 3.30 -0.14 5.73  C169 1.066
176 H 3.08 0.99 7.04  C169 1.086
177 H 1.13 -0.84 6.42  C170 1.086
178 H 0.80 0.22 5.06  C170 1.110
179 H 0.81 1.17 7.92  C171 1.107
180 H -0.62 0.53 7.22  C171 1.099
181 C 9.17 -3.80 2.69  C182 1.516, H186 1.121, H187 1.070, H188 1.111
182 C 8.29 -2.57 2.75  C181 1.516, C183 1.511, H189 1.076, H190 1.127
183 C 7.01 -2.65 1.95  C182 1.511, C184 1.450, H191 1.083, H192 1.116
184 C 6.02 -3.54 2.53  C183 1.450, N185 1.164
185 N 5.21 -4.29 2.90  C184 1.164
186 H 8.66 -4.66 3.21  C181 1.121
187 H 10.15 -3.74 3.10  C181 1.070
188 H 9.36 -4.09 1.63  C181 1.111
189 H 8.78 -1.71 2.32  C182 1.076
190 H 8.09 -2.29 3.83  C182 1.127
191 H 7.28 -3.11 1.02  C183 1.083
192 H 6.54 -1.65 1.73  C183 1.116
193 C 2.22 6.84 1.65  C194 1.533, H198 1.132, H199 1.089, H200 1.152
194 C 0.89 6.11 1.87  C193 1.533, C195 1.551, H201 1.100, H202 1.087
195 C 0.84 4.60 1.48  C194 1.551, C196 1.498, H203 1.098, H204 1.086
196 C 1.33 4.32 0.10  C195 1.498, N197 1.181
197 N 1.62 4.13 -1.03  C196 1.181
198 H 2.39 6.77 0.54  C193 1.132
199 H 3.13 6.40 2.06  C193 1.089
200 H 2.12 7.96 1.89  C193 1.152
201 H 0.10 6.59 1.27  C194 1.100
202 H 0.50 6.09 2.89  C194 1.087
203 H -0.22 4.30 1.51  C195 1.098
204 H 1.48 3.99 2.10  C195 1.086

relative energy (zero: lowest compared OMol25 entry of this formula, charge and spin) = 268.5 kJ/mol
orbital gap = 8.63 eV
2S+1 = 1
LUMO energy = 0.51 eV
DFT total energy = -82235.731 eV
SMILES = CCN(CC)CC.CCN(CC)CC.CCN(CC)CC.CCN(CC)CC.CCN(CC)CC.CCN(CC)CC.CCCC#N.CCCC#N.CCCC#N.CCCC#N.CCCC#N.CCCC#N
molecular weight = 1021.8 g mol⁻¹